Density functional theory data (ωB97M-V with the def2-TZVPD basis set) for the molecule C3H3N5 at a distorted geometry.

Each line ends with the Löwdin charge.
CARTESIAN COORDINATES (ANGSTROEM)
C -0.9905 0.5513 -1.0336  -0.107
N 0.5660 -0.4324 2.2440  0.151
H 1.3512 0.2087 2.6429  0.105
N 1.0832 1.2461 -0.5694  -0.055
N -0.1400 1.4946 -0.7474  0.018
N 1.5159 0.3342 0.1078  0.098
H -1.0691 -1.6695 -1.7582  0.155
H -2.0343 0.9309 -1.1771  0.122
C -0.7500 -0.8919 -0.8858  -0.119
C 0.5936 -0.3899 0.9932  -0.496
N -0.1261 -1.3820 0.1836  0.129

Calculated values
- LUMO energy: -1.0 eV
- Charge: 0